No. 1
The following is a quantum chemistry calculation of a molecular structure, C37H42FN5O6SiY, from OMol25.

XYZ file:
```
93
Properties=species:S:1:pos:R:3:mulliken_charge:R:1
Y 0.65070 -0.22740 0.90519 1.392
C 3.33269 -0.18710 -1.16545 -1.496
N 2.18749 0.72778 -1.08133 1.601
C 2.68189 2.11328 -0.83605 -1.149
C 1.92881 2.96269 0.17994 -0.631
C 0.43205 3.10176 -0.03237 -0.734
N -0.28933 1.95319 0.52353 0.583
C -1.54052 2.14527 0.73118 -0.405
C -2.49528 1.30953 1.42698 0.589
C -3.84088 1.68667 1.30767 -0.700
C -4.84428 1.01185 1.96541 -0.830
C -4.49599 -0.05195 2.80040 -0.418
C -3.18485 -0.44247 2.95318 -0.758
C -2.14632 0.19952 2.24621 0.579
O -0.92864 -0.24919 2.33086 -0.519
C 1.40182 0.72654 -2.34700 -0.682
C 1.16439 -0.61770 -3.02431 -1.514
C 0.13697 -1.51742 -2.36439 -0.307
N 0.51549 -1.92375 -1.01559 0.628
C 0.22230 -3.12154 -0.68130 -0.429
C 0.30084 -3.71096 0.64778 1.199
C -0.42041 -4.89220 0.85985 -0.724
C -0.50326 -5.46734 2.11036 -0.849
C 0.15103 -4.84700 3.17702 -0.531
C 0.88181 -3.69323 2.99931 -0.804
C 0.98971 -3.09805 1.72559 0.245
O 1.69055 -2.01241 1.54420 -0.494
H 3.92978 -0.01361 -2.07335 0.351
H 2.99592 -1.22241 -1.15102 0.252
H 3.97071 -0.02839 -0.29801 0.280
H 2.70111 2.64139 -1.79884 0.282
H 3.71971 2.04389 -0.50584 0.574
H 2.38142 3.95871 0.13127 0.582
H 2.10367 2.58930 1.18898 -0.013
H 0.19675 3.20824 -1.09440 -0.386
H 0.08315 4.00836 0.47201 0.829
H -1.96264 3.10968 0.42230 0.186
H -4.08324 2.51870 0.65533 0.285
H -5.87881 1.29664 1.83207 0.397
H -5.27150 -0.59301 3.33076 0.383
H -2.91075 -1.27668 3.58562 0.481
H 1.93920 1.35989 -3.06939 0.510
H 0.43723 1.20456 -2.15555 -0.207
H 2.10894 -1.13899 -3.19818 0.314
H 0.77077 -0.37700 -4.01703 0.619
H -0.04857 -2.40041 -2.98882 0.545
H -0.79329 -0.94210 -2.29082 -0.383
H -0.21519 -3.78596 -1.43826 0.129
H -0.93901 -5.33958 0.01885 0.348
H -1.07484 -6.37134 2.26845 0.387
H 0.07954 -5.27544 4.17045 0.407
H 1.37976 -3.20490 3.82625 0.484
C -4.18129 3.02947 -3.12108 -1.245
Si -2.70982 1.87637 -3.45361 0.137
C -1.22865 3.01810 -3.71136 -0.934
C -2.97580 1.07514 -5.15684 -1.234
N -2.39167 0.79217 -2.18621 0.310
C -3.26036 -0.15518 -1.79291 0.931
C -4.55963 -0.40626 -2.32231 -0.590
C -5.40178 -1.40162 -1.86382 -1.049
C -5.02479 -2.25253 -0.83270 -0.886
C -3.76598 -2.06351 -0.27517 -0.758
C -2.95689 -1.06826 -0.75394 -0.577
F -1.73641 -0.95360 -0.12236 1.236
H -4.56964 3.45477 -4.05072 0.349
H -3.87371 3.86061 -2.48262 0.319
H -4.99675 2.51106 -2.61553 0.356
H -1.49890 3.84471 -4.37270 0.454
H -0.38002 2.50018 -4.16146 0.198
H -0.90561 3.44758 -2.76422 0.109
H -2.98900 1.83059 -5.94618 0.366
H -3.90692 0.51419 -5.22136 0.337
H -2.16292 0.37823 -5.37037 0.312
H -4.91105 0.22585 -3.12656 0.243
H -6.37640 -1.50940 -2.32686 0.378
H -5.68062 -3.02799 -0.46301 0.400
H -3.40026 -2.66678 0.54732 0.475
O 2.25177 0.57205 4.55021 -0.702
C 2.69751 0.52799 3.41737 -0.369
O 2.04451 0.68791 2.32007 -0.358
C 4.18309 0.28472 3.23091 0.557
C 4.63729 -0.62352 2.28212 -0.323
C 5.99468 -0.87858 2.13840 -0.913
C 6.92052 -0.20739 2.92228 -0.389
C 6.43851 0.68963 3.86169 -0.068
C 5.09274 0.93727 4.05507 -0.563
N 7.41839 1.41077 4.70177 1.017
O 6.99553 2.18682 5.53258 -0.612
O 8.60064 1.23190 4.47504 -0.637
H 3.90540 -1.15802 1.68835 0.769
H 6.33398 -1.60557 1.41200 0.443
H 7.98213 -0.37099 2.82612 0.479
H 4.74954 1.61312 4.82296 0.555
```

Summary:
Net charge: -1


No. 2
The following is a quantum chemistry calculation of a molecular structure, C5H17ClN6O5V at a distorted geometry, from OMol25.

XYZ file:
```
35
Properties=species:S:1:pos:R:3:mulliken_spin:R:1
O 31.53632 9.41550 0.60986 -0.202
V 32.43742 8.97786 1.80934 1.157
C 34.17432 11.40089 -0.46817 -0.004
C 35.11790 10.63248 0.51987 -0.003
O 34.39207 9.77430 1.34751 0.030
H 33.50474 10.72392 -0.99729 0.001
H 34.85663 11.92141 -1.14982 0.000
H 33.55209 12.17019 -0.01133 0.000
H 35.54027 11.38417 1.19204 0.002
H 35.86180 10.09953 -0.07719 0.004
Cl 31.52392 11.01607 3.33931 -0.002
C 29.94620 7.40015 3.42512 0.003
O 30.72982 7.95356 2.65176 0.002
N 29.92630 7.66687 4.74988 0.002
N 29.04380 6.47212 3.01587 0.001
H 30.56076 8.36108 5.10676 0.000
H 29.06693 7.48480 5.23456 0.000
H 28.85007 6.54089 2.03129 0.000
H 28.73820 5.78087 3.67087 0.000
C 33.74351 7.26582 4.34665 -0.001
O 33.52625 8.27360 3.65008 0.000
N 34.30678 6.18873 3.77551 0.000
N 33.18304 7.12494 5.57804 0.000
H 34.39372 5.30269 4.24119 0.000
H 34.70503 6.28703 2.85917 0.000
H 33.31356 6.15802 5.82704 0.000
H 32.58165 7.78281 6.02256 0.000
C 32.55462 5.95838 0.53504 0.003
O 32.80397 7.08445 0.95811 0.005
N 31.28282 5.51408 0.35530 0.002
N 33.49952 5.10688 0.09780 0.002
H 30.63355 6.10967 0.85233 0.000
H 31.10442 4.52848 0.33314 0.000
H 34.42056 5.09654 0.50627 0.000
H 33.36475 4.28477 -0.46128 0.000
```

Summary:
2S+1: 2


No. 3
The following is a quantum chemistry calculation of C3H7NO in the gas phase, from OMol25.

XYZ file:
```
12
Properties=species:S:1:pos:R:3:mulliken_charge:R:1
C 0.35526 0.51162 1.52286 -1.060
C 0.35441 0.61848 -0.00435 -0.274
C -0.66550 -0.24835 -0.72865 0.435
N -0.25628 -1.27992 -1.52244 -0.374
O -1.84327 0.06619 -0.67226 -0.613
H 0.91726 1.35182 1.94735 0.296
H -0.67377 0.57685 1.88654 0.308
H 0.80801 -0.41211 1.90010 0.308
H 1.37051 0.56753 -0.41447 0.333
H -0.06465 1.59459 -0.25411 0.206
H 0.67055 -1.67230 -1.54591 0.201
H -0.97253 -1.67440 -2.11466 0.234
```


ΔE to the lowest compared entry with this formula, charge and spin in kJ/mol, matching the order above: 81.7; 175.3; 16.7